A cluster of 2 separate species, C11H18OSi in total at a distorted geometry, computed with ωB97M-V/def2-TZVPD.

Values from the calculation:
* energy above the lowest of the compared OMol25 structures with the same formula, charge and spin: 5.781 eV
* strongest force on any atom: 0.090 hartree/bohr
* energy: -21619.8068 eV
* multiplicity: 1
* orbital gap (spin up / spin down): 6.859 / 8.250 eV

Element x y z (Å)
C: 4.84822 0.02816 0.22920
C: 4.05829 -0.82398 1.06855
C: 4.19514 1.00473 -0.52043
C: 2.70364 -0.52779 1.24232
C: 2.85439 1.21290 -0.44437
C: 2.14960 0.34403 0.40080
C: -1.81793 -1.73432 0.94208
C: -3.41637 -0.44795 -0.37004
C: -1.05937 -1.25239 -1.33480
C: -1.78813 2.20972 -0.92378
C: -1.93393 -0.69299 -0.14015
O: -1.88788 1.36350 1.88779
Si: -1.28276 1.00471 0.46269
H: 5.89607 0.13616 0.15868
H: 4.31310 -1.71875 1.56292
H: 4.83243 1.71823 -1.18153
H: 2.11158 -1.01981 2.01697
H: 2.49937 1.90056 -1.14905
H: -1.34969 -2.74492 0.50013
H: -1.05487 -1.70927 1.74069
H: -2.83161 -2.05822 1.45551
H: -3.55276 0.28770 -1.07899
H: -3.92464 -0.21788 0.58284
H: -3.74036 -1.45297 -0.55443
H: -1.09218 -0.45967 -2.11805
H: -0.16290 -1.68237 -0.96361
H: -1.56751 -2.09182 -1.86434
H: -2.79233 2.58500 -0.77910
H: -1.07627 3.06895 -1.14574
H: -1.68904 1.57194 -1.76517
H: -2.44130 2.19883 2.08242

***

An isolated molecule of C5H3BrO2S at a distorted geometry, computed with ωB97M-V/def2-TZVPD.

Values from the calculation:
* energy above the lowest of the compared OMol25 structures with the same formula, charge and spin: 0.735 eV
* strongest force on any atom: 0.111 hartree/bohr
* energy: -90201.0445 eV
* multiplicity: 3
* orbital gap (spin up / spin down): 7.529 / 7.548 eV

Element x y z (Å)
C: 1.57211 1.17762 -0.19113
C: 2.26488 0.04862 -0.37290
C: 0.17383 1.03918 0.20863
C: -0.09133 -0.38619 0.16867
C: -2.41308 -1.28971 0.19110
O: -0.55017 2.01963 0.50795
O: -1.15262 -1.21036 0.33213
S: 1.36015 -1.38498 -0.00359
Br: -3.64081 0.09933 -0.20270
H: 2.16829 2.05691 -0.35855
H: 3.24918 0.11722 -0.50765
H: -2.94043 -2.28727 0.22805